{"formula": "C3H6P2", "method": "the ωB97M-V functional and the def2-TZVPD basis", "symbols": ["C", "C", "C", "P", "P", "H", "H", "H", "H", "H", "H"], "coordinates": [[-0.410, -0.241, -0.268], [0.523, 0.840, -0.260], [-0.295, 0.401, -1.533], [-2.508, 1.049, 0.699], [-1.376, -0.680, 1.191], [0.460, 1.836, 0.089], [1.438, 0.298, -0.473], [0.323, -0.245, -2.221], [-0.891, 1.198, -1.917], [-1.702, -1.997, 1.563], [-0.040, -0.617, 1.785]], "lowdin_charge": [-0.662, -0.230, -0.189, 0.332, 0.461, 0.078, 0.090, 0.114, 0.069, -0.069, 0.006], "multiplicity": 3, "e_lumo_ev": [0.347, -1.377], "charge": 0, "total_energy_ha": -800.3415, "homo_energy_ev": [-6.66, -7.45]}

{"formula": "C23H68CaF3O24S", "method": "the ωB97M-V functional and the def2-TZVPD basis", "symbols": ["Ca", "C", "F", "F", "F", "S", "O", "O", "O", "C", "O", "H", "H", "H", "H", "C", "O", "H", "H", "H", "H", "C", "C", "O", "O", "H", "H", "H", "H", "H", "H", "C", "C", "O", "O", "H", "H", "H", "H", "H", "H", "C", "C", "O", "O", "H", "H", "H", "H", "H", "H", "C", "C", "O", "O", "H", "H", "H", "H", "H", "H", "C", "C", "O", "O", "H", "H", "H", "H", "H", "H", "C", "C", "O", "O", "H", "H", "H", "H", "H", "H", "C", "C", "O", "O", "H", "H", "H", "H", "H", "H", "C", "C", "O", "O", "H", "H", "H", "H", "H", "H", "C", "C", "O", "O", "H", "H", "H", "H", "H", "H", "C", "C", "O", "H", "H", "H", "H", "H", "H"], "coordinates": [[-5.646, 1.745, -2.294], [-0.369, -0.360, 0.139], [0.689, -1.174, 0.415], [-0.781, 0.265, 1.315], [-0.101, 0.572, -0.785], [-1.776, -1.487, -0.535], [-2.125, -2.367, 0.580], [-2.831, -0.544, -0.912], [-1.206, -2.212, -1.662], [1.482, -6.108, 0.236], [2.124, -7.237, 0.882], [1.424, -5.331, 0.999], [2.111, -5.725, -0.568], [0.489, -6.337, -0.149], [1.938, -8.103, 0.514], [-3.860, -1.130, 5.015], [-4.610, -1.009, 3.849], [-3.914, -2.149, 5.397], [-2.845, -0.761, 4.868], [-4.374, -0.505, 5.746], [-4.192, -1.559, 3.183], [6.917, -1.343, 0.127], [5.950, -1.842, -0.932], [5.462, -0.637, -1.599], [8.034, -0.673, -0.403], [7.312, -2.255, 0.575], [6.395, -0.742, 0.871], [5.103, -2.367, -0.491], [6.469, -2.511, -1.619], [4.729, -0.966, -2.124], [7.723, 0.004, -1.008], [1.120, 6.035, -3.469], [1.061, 7.582, -3.582], [1.543, 8.136, -4.849], [0.289, 5.511, -4.477], [0.938, 5.558, -2.506], [2.136, 5.675, -3.635], [1.584, 8.014, -2.729], [0.103, 8.098, -3.527], [0.790, 8.274, -5.428], [0.470, 6.080, -5.229], [2.256, -3.210, -5.563], [0.925, -3.361, -6.388], [-0.001, -4.143, -5.710], [1.948, -2.348, -4.453], [3.038, -2.819, -6.214], [2.677, -4.115, -5.125], [1.000, -3.935, -7.311], [0.578, -2.364, -6.662], [-0.236, -3.692, -4.896], [1.225, -2.761, -3.977], [-5.610, -5.565, -1.487], [-6.928, -5.080, -0.852], [-7.780, -4.525, -1.870], [-5.997, -6.773, -2.196], [-4.880, -5.718, -0.692], [-5.253, -4.803, -2.181], [-6.700, -4.400, -0.031], [-7.401, -5.978, -0.456], [-8.310, -5.280, -2.135], [-6.703, -6.509, -2.790], [3.288, 0.042, 6.264], [3.256, -0.816, 4.979], [4.575, -1.377, 4.729], [4.014, 1.212, 6.093], [3.647, -0.559, 7.099], [2.295, 0.378, 6.562], [3.126, -0.136, 4.138], [2.551, -1.644, 5.059], [4.436, -2.301, 4.508], [4.952, 1.011, 6.131], [-3.013, 1.306, -5.878], [-3.888, 0.016, -5.995], [-5.119, 0.106, -5.291], [-3.088, 1.939, -4.622], [-3.414, 1.940, -6.668], [-1.978, 1.177, -6.196], [-3.324, -0.725, -5.429], [-4.104, -0.347, -7.000], [-5.725, -0.572, -5.600], [-2.347, 2.549, -4.602], [0.841, 5.790, 2.973], [1.100, 4.702, 3.985], [2.019, 5.136, 4.959], [0.256, 6.884, 3.602], [0.212, 5.419, 2.164], [1.753, 6.162, 2.507], [1.583, 3.862, 3.485], [0.283, 4.285, 4.573], [2.330, 4.302, 5.320], [0.900, 7.394, 4.099], [5.726, 4.130, 0.108], [6.653, 4.277, 1.324], [7.670, 5.201, 1.119], [4.686, 3.202, 0.318], [6.327, 3.735, -0.710], [5.293, 5.101, -0.132], [7.240, 3.384, 1.541], [6.076, 4.581, 2.197], [7.960, 5.560, 1.960], [4.810, 2.390, -0.179], [-4.423, 3.673, 1.563], [-4.485, 4.899, 0.635], [-4.188, 4.577, -0.722], [-5.155, 2.557, 1.030], [-4.890, 3.857, 2.531], [-3.368, 3.553, 1.809], [-3.837, 5.686, 1.021], [-5.513, 5.255, 0.707], [-4.409, 5.349, -1.248], [-5.198, 1.900, 1.729], [-3.195, -6.636, 4.762], [-1.865, -6.400, 4.058], [-1.602, -5.016, 3.959], [-3.990, -6.178, 4.173], [-3.173, -6.341, 5.811], [-3.455, -7.692, 4.835], [-1.871, -6.876, 3.077], [-0.979, -6.876, 4.479], [-1.867, -4.721, 3.084]], "lowdin_charge": [1.780, -0.569, 0.104, 0.063, 0.112, 0.454, -0.350, -0.416, -0.346, -0.138, -0.140, 0.074, 0.066, 0.073, 0.066, -0.177, -0.133, 0.081, 0.081, 0.078, 0.069, -0.267, -0.212, -0.088, -0.051, 0.121, 0.118, 0.116, 0.118, 0.072, 0.076, -0.234, -0.202, -0.076, -0.084, 0.118, 0.116, 0.113, 0.113, 0.073, 0.065, -0.201, -0.256, -0.057, -0.082, 0.113, 0.115, 0.118, 0.110, 0.073, 0.062, -0.204, -0.241, -0.081, -0.076, 0.121, 0.112, 0.112, 0.120, 0.075, 0.064, -0.274, -0.201, -0.090, -0.058, 0.118, 0.115, 0.112, 0.117, 0.073, 0.091, -0.222, -0.196, -0.111, -0.080, 0.113, 0.135, 0.121, 0.134, 0.093, 0.100, -0.262, -0.262, -0.065, -0.062, 0.113, 0.123, 0.116, 0.121, 0.083, 0.092, -0.239, -0.269, -0.069, -0.070, 0.121, 0.118, 0.119, 0.119, 0.089, 0.078, -0.205, -0.220, -0.086, -0.094, 0.131, 0.126, 0.133, 0.117, 0.088, 0.094, -0.087, -0.333, -0.081, 0.070, 0.072, 0.067, 0.105, 0.109, 0.075], "multiplicity": 1, "e_lumo_ev": -7.023, "charge": 1, "total_energy_ha": -4097.6604, "homo_energy_ev": -10.93}

{"formula": "C27H45BClI2NO10P", "method": "the ωB97M-V functional and the def2-TZVPD basis", "symbols": ["C", "C", "O", "O", "C", "O", "C", "P", "C", "C", "C", "Cl", "O", "C", "C", "C", "O", "C", "O", "B", "N", "O", "C", "C", "C", "C", "O", "C", "C", "C", "C", "C", "C", "C", "C", "I", "C", "C", "I", "O", "H", "H", "H", "H", "H", "H", "H", "H", "H", "H", "H", "H", "H", "H", "H", "H", "H", "H", "H", "H", "H", "H", "H", "H", "H", "H", "H", "H", "H", "H", "H", "H", "H", "H", "H", "H", "H", "H", "H", "C", "C", "O", "H", "H", "H", "H", "H", "H"], "coordinates": [[-3.438, -2.713, -1.477], [-2.149, -2.559, -2.215], [-1.184, -3.247, -2.015], [-2.097, -1.609, -3.199], [-2.208, -0.237, -2.765], [-3.187, 0.095, -2.173], [-1.056, 0.593, -3.180], [-0.340, 1.793, -1.813], [-1.820, 2.950, -2.045], [-1.675, 3.826, -3.284], [-3.006, 4.358, -3.784], [-0.608, 5.235, -2.927], [0.299, 2.855, -0.567], [0.773, 2.125, 0.533], [2.212, 1.596, 0.238], [3.295, 2.648, 0.023], [2.929, 3.767, -0.805], [3.140, 4.982, -0.287], [2.460, 5.935, -0.510], [1.023, 3.009, 1.857], [1.619, 2.393, 3.009], [0.817, 4.379, 1.904], [-0.322, 0.980, 0.720], [0.266, -0.335, 1.316], [0.026, -1.610, 0.503], [1.049, -1.776, -0.613], [-0.047, -2.729, 1.422], [1.105, -3.504, 1.613], [2.242, -2.752, 2.271], [2.024, -2.171, 3.518], [3.030, -1.458, 4.149], [4.272, -1.326, 3.538], [4.509, -1.929, 2.315], [3.494, -2.641, 1.683], [-1.423, 1.421, 1.751], [-2.921, -0.124, 2.000], [-2.110, 2.745, 1.391], [-3.449, 2.711, 0.678], [-2.479, 3.824, 3.282], [-1.035, 0.832, -0.480], [-3.381, -3.559, -0.800], [-3.651, -1.792, -0.935], [-4.250, -2.841, -2.191], [-1.358, 1.130, -4.081], [-0.243, -0.072, -3.467], [0.398, 2.480, -2.846], [0.774, 0.899, -1.737], [-2.760, 2.412, -2.161], [-1.945, 3.643, -1.216], [-1.172, 3.290, -4.088], [-2.888, 4.863, -4.744], [-3.430, 5.080, -3.086], [-3.711, 3.536, -3.923], [2.246, 0.875, -0.571], [2.559, 1.067, 1.128], [4.125, 2.148, -0.484], [3.702, 3.008, 0.971], [4.061, 5.068, 0.318], [1.282, 1.473, 3.257], [1.572, 3.007, 3.813], [-0.086, 4.624, 2.131], [1.343, -0.260, 1.432], [-0.119, -0.506, 2.320], [-0.955, -1.566, 0.038], [0.686, -1.223, -1.476], [1.132, -2.808, -0.946], [2.026, -1.384, -0.337], [0.808, -4.300, 2.302], [1.448, -4.015, 0.709], [1.050, -2.279, 3.980], [2.855, -1.001, 5.114], [5.052, -0.749, 4.016], [5.477, -1.851, 1.839], [3.675, -3.105, 0.721], [-0.988, 1.484, 2.743], [-1.416, 3.392, 0.862], [-3.608, 3.682, 0.205], [-3.437, 1.973, -0.122], [-4.284, 2.557, 1.355], [-0.611, -6.897, 0.271], [-0.564, -6.963, -1.245], [-1.684, -6.329, -1.842], [-1.524, -7.364, 0.642], [0.248, -7.404, 0.716], [-0.609, -5.858, 0.608], [-0.580, -7.999, -1.586], [0.360, -6.499, -1.611], [-1.659, -5.399, -1.575]], "lowdin_charge": [0.024, -0.492, 0.109, 0.061, -0.444, 0.108, -0.169, 0.658, -0.308, -0.787, -0.150, 0.600, -0.261, -0.325, -0.108, -0.151, -0.009, -0.376, 0.094, -0.635, 0.222, 0.115, -0.443, -0.112, -0.341, -0.025, -0.115, -0.197, -0.205, -0.043, -0.085, -0.100, -0.087, -0.046, -0.647, 1.007, -0.719, -0.261, 0.858, -0.264, 0.088, 0.059, 0.098, 0.091, 0.082, 0.028, 0.020, 0.066, 0.058, 0.067, 0.064, 0.069, 0.074, 0.092, 0.099, 0.124, 0.116, 0.143, 0.074, 0.087, 0.016, 0.089, 0.077, 0.096, 0.067, 0.075, 0.073, 0.128, 0.109, 0.123, 0.099, 0.096, 0.098, 0.113, 0.021, 0.060, 0.076, 0.046, 0.028, -0.088, -0.327, -0.088, 0.073, 0.071, 0.061, 0.105, 0.108, 0.045], "multiplicity": 1, "e_lumo_ev": 2.118, "charge": -1, "total_energy_ha": -3284.8824, "homo_energy_ev": -5.35}

{"formula": "C11H25HgN5O7", "method": "the ωB97M-V functional and the def2-TZVPD basis", "symbols": ["O", "H", "Hg", "N", "N", "N", "N", "O", "O", "O", "O", "C", "C", "C", "C", "C", "H", "H", "H", "C", "H", "H", "H", "C", "C", "H", "H", "H", "H", "H", "H", "H", "H", "C", "H", "H", "H", "O", "H", "H", "C", "C", "N", "O", "H", "H", "H", "H", "H"], "coordinates": [[-2.964, -2.490, -0.998], [-3.728, -3.099, -1.155], [-0.314, -0.968, 0.110], [-2.242, 0.289, 0.140], [-0.533, 0.473, -1.810], [0.869, -1.432, 2.046], [1.893, -0.616, -0.245], [-2.839, 0.468, 1.208], [0.285, -1.764, 3.137], [2.421, -0.061, -1.344], [0.389, 0.788, -2.652], [-1.779, 0.928, -2.083], [-2.728, 0.800, -1.035], [2.201, -1.328, 1.989], [2.758, -0.876, 0.732], [-4.155, 1.168, -1.097], [-4.779, 0.264, -1.138], [-4.372, 1.769, -1.980], [-4.432, 1.727, -0.197], [-2.049, 1.580, -3.396], [-1.797, 0.890, -4.217], [-1.428, 2.483, -3.510], [-3.107, 1.864, -3.486], [3.030, -1.629, 3.187], [4.228, -0.659, 0.576], [2.466, -2.248, 3.894], [3.323, -0.701, 3.699], [3.950, -2.148, 2.895], [4.426, -0.207, -0.400], [4.770, -1.616, 0.644], [4.613, -0.004, 1.373], [-1.072, -1.982, 2.324], [1.606, 0.233, -1.905], [-0.692, -2.857, -1.468], [-1.643, -3.371, -1.510], [0.156, -3.489, -1.109], [-0.419, -2.339, -2.411], [-1.595, -2.184, 1.459], [-2.886, -2.425, -0.035], [-1.394, -3.130, 1.268], [1.681, 3.109, 0.031], [0.703, 2.609, 1.062], [0.502, 3.453, 2.105], [0.107, 1.532, 1.028], [1.841, 4.188, 0.124], [1.304, 2.881, -0.969], [2.643, 2.597, 0.155], [-0.169, 3.180, 2.804], [0.950, 4.348, 2.160]], "lowdin_charge": [-0.151, 0.089, 1.144, -0.122, -0.084, -0.189, -0.112, 0.044, -0.179, -0.086, -0.077, -0.236, -0.234, -0.295, -0.268, -0.014, 0.102, 0.071, 0.090, -0.014, 0.101, 0.097, 0.071, -0.045, -0.021, 0.073, 0.087, 0.074, 0.072, 0.093, 0.091, 0.030, 0.034, -0.086, -0.041, -0.009, -0.021, -0.220, 0.013, 0.077, 0.008, -0.549, 0.162, -0.026, 0.076, 0.078, 0.092, 0.114, 0.096], "multiplicity": 1, "e_lumo_ev": [-2.573, -2.501], "charge": 0, "total_energy_ha": -1387.6082, "homo_energy_ev": [-6.65, -6.62]}

{"formula": "C4H5N2O2", "method": "the ωB97M-V functional and the def2-TZVPD basis", "symbols": ["C", "N", "C", "C", "O", "N", "C", "O", "H", "H", "H", "H", "H"], "coordinates": [[-0.768, 0.922, -1.266], [0.089, 0.066, -0.450], [0.541, 0.476, 0.892], [0.744, -0.919, 1.476], [1.441, -0.997, 2.528], [0.254, -1.915, 0.647], [-0.074, -1.304, -0.522], [-0.646, -1.915, -1.446], [-0.479, 0.967, -2.261], [-0.655, 1.992, -0.899], [-1.864, 0.727, -1.091], [-0.134, 1.009, 1.594], [1.552, 0.891, 0.800]], "lowdin_charge": [-0.081, -0.122, -0.097, -0.518, -0.094, 0.125, -0.624, -0.047, 0.040, 0.085, 0.094, 0.124, 0.113], "multiplicity": 1, "e_lumo_ev": 3.876, "charge": -1, "total_energy_ha": -415.4819, "homo_energy_ev": -4.18, "smiles": "CN1CC([O-])=NC1=O"}

{"formula": "C4H35N2O14", "method": "the ωB97M-V functional and the def2-TZVPD basis", "symbols": ["O", "C", "O", "C", "C", "C", "N", "N", "H", "H", "H", "H", "H", "H", "H", "H", "H", "H", "H", "H", "H", "O", "H", "H", "O", "H", "H", "O", "H", "H", "O", "H", "H", "O", "H", "H", "O", "H", "H", "O", "H", "H", "O", "H", "H", "O", "H", "H", "O", "H", "H", "O", "H", "H", "O"], "coordinates": [[-1.619, 1.938, 1.914], [-1.715, 0.984, 1.290], [-2.683, 0.037, 1.742], [-0.821, 0.506, 0.094], [-0.832, -1.073, -0.161], [0.607, -1.516, -0.128], [0.973, -2.133, 1.213], [-1.293, 1.212, -1.100], [-3.198, 0.475, 2.533], [0.185, 0.865, 0.514], [-1.399, -1.315, -1.119], [-1.614, -1.497, 0.566], [0.696, -2.425, -1.024], [1.202, -0.572, -0.196], [0.939, -3.154, 1.149], [2.064, -1.967, 1.455], [0.410, -1.831, 2.007], [-2.230, 1.116, -1.430], [-0.625, 1.336, -2.019], [-2.348, -2.196, -2.624], [-2.514, -3.812, -2.402], [-2.520, -2.851, -1.963], [0.436, 2.547, -1.350], [1.586, 3.149, -2.259], [1.059, 3.209, -1.437], [3.289, -0.573, 2.175], [4.384, -1.637, 1.918], [3.548, -1.397, 1.676], [0.915, 0.886, -4.059], [-0.139, 1.608, -4.865], [0.030, 1.080, -4.105], [3.141, 1.054, -0.131], [3.604, -0.340, 0.289], [3.176, 0.125, -0.385], [-2.403, -1.441, 2.169], [-2.672, -2.935, 2.448], [-1.917, -2.281, 2.455], [-1.286, -0.186, -4.027], [-2.726, -0.157, -3.689], [-1.969, -0.681, -3.798], [2.341, 1.325, 2.149], [1.699, 0.566, 3.235], [2.639, 0.771, 2.905], [2.782, 3.517, 1.282], [2.048, 2.801, 0.148], [2.647, 2.589, 0.913], [0.386, -1.085, 4.783], [-0.749, -1.445, 3.855], [0.205, -1.405, 3.964], [-3.691, -1.117, -1.246], [-4.502, 0.035, -0.770], [-3.525, -0.293, -0.918], [3.303, 1.758, -3.501], [2.782, 1.223, -2.230], [2.518, 1.465, -3.098]], "lowdin_charge": [0.187, -0.440, -0.029, -0.247, -0.160, -0.143, 0.162, 0.033, 0.196, 0.146, 0.083, 0.104, 0.207, 0.081, 0.158, 0.136, 0.079, 0.043, 0.130, -0.034, 0.139, -0.104, -0.053, 0.060, -0.021, 0.039, 0.045, -0.029, -0.019, 0.068, 0.007, 0.012, -0.031, -0.037, 0.006, 0.100, -0.118, -0.082, 0.035, 0.033, 0.011, 0.091, -0.067, 0.125, 0.033, -0.096, 0.003, 0.026, -0.006, -0.032, 0.148, -0.039, 0.054, 0.009, -0.001], "multiplicity": 1, "e_lumo_ev": -2.262, "charge": 1, "total_energy_ha": -1335.9863, "homo_energy_ev": -11.44}